Entry from OMol25: a structure of composition C22H29BaN3O7 (the ωB97M-V functional and the def2-TZVPD basis).

CARTESIAN COORDINATES (ANGSTROEM)
Ba (-0.2950, 0.0207, 0.2592)
C (0.1511, 0.5520, 5.3387)
N (0.9949, -0.4762, 4.7306)
C (1.8008, -1.2758, 5.6598)
C (0.9150, -0.7406, 3.4379)
O (0.1765, -0.1360, 2.6467)
C (1.8013, -1.8487, 2.8447)
O (1.6405, -1.9202, 1.4276)
C (2.8485, -2.0746, 0.6947)
C (2.9659, -1.0219, -0.4227)
O (2.0025, -0.2542, -0.6069)
N (4.0782, -0.9634, -1.1342)
C (5.2102, -1.8755, -0.9450)
C (4.2437, 0.0470, -2.1790)
H (0.7658, 1.1548, 6.0043)
H (-0.6385, 0.0780, 5.9237)
H (-0.2793, 1.1760, 4.5638)
H (2.2408, -0.6071, 6.3961)
H (2.6160, -1.7805, 5.1510)
H (1.1756, -2.0105, 6.1666)
H (1.5253, -2.8083, 3.2904)
H (2.8485, -1.6633, 3.0882)
H (2.8690, -3.0714, 0.2463)
H (3.7161, -2.0039, 1.3533)
H (4.9174, -2.7500, -0.3742)
H (6.0326, -1.3629, -0.4474)
H (5.5449, -2.2150, -1.9238)
H (3.5206, 0.8403, -2.0327)
H (4.1141, -0.4113, -3.1596)
H (5.2544, 0.4454, -2.1078)
C (-4.3177, -0.0288, -1.8908)
C (-3.7887, 0.0232, -0.4854)
C (-3.6422, 1.2312, 0.1838)
C (-3.2422, 1.2729, 1.5173)
C (-2.9804, 0.0931, 2.2035)
C (-3.0963, -1.1282, 1.5340)
C (-3.4884, -1.1584, 0.1990)
H (-5.4073, -0.0908, -1.9038)
H (-3.9429, -0.8984, -2.4309)
H (-4.0582, 0.8756, -2.4476)
H (-3.8978, 2.1556, -0.3234)
H (-3.1767, 2.2193, 2.0392)
H (-2.6935, 0.1131, 3.2456)
H (-2.8985, -2.0530, 2.0616)
H (-3.5969, -2.1133, -0.3018)
O (0.3679, 4.8057, 0.2908)
C (0.1205, 3.5185, 0.0895)
O (0.2996, 2.6474, 0.9076)
C (-0.4245, 3.2786, -1.3249)
C (-0.5977, 4.2828, -2.2666)
C (-1.0977, 3.9252, -3.5092)
C (-1.3696, 2.5916, -3.7937)
C (-1.1295, 1.6487, -2.8061)
N (-0.6848, 2.0074, -1.6032)
C (-1.2706, 0.1222, -3.0109)
O (-1.5188, -0.3427, -4.2247)
O (-1.1264, -0.6441, -2.0871)
H (0.7115, 4.9064, 1.2016)
H (-0.3651, 5.3132, -2.0393)
H (-1.2651, 4.6880, -4.2577)
H (-1.7610, 2.3289, -4.7689)
H (-1.5878, 0.3873, -4.8601)

Total charge = +2
Strongest force on any atom = 1.21 eV/Å
Highest occupied orbital energy = -14.311 eV



Entry from OMol25: a cluster of 2 separate species, C4H12 in total (the ωB97M-V functional and the def2-TZVPD basis).

CARTESIAN COORDINATES (ANGSTROEM)
C (2.4570, 0.7638, 0.1840)
C (2.0592, 1.6382, -1.0056)
H (1.8554, 1.2558, 0.9822)
H (2.0745, -0.2759, 0.0432)
H (3.5403, 0.7272, 0.4696)
H (1.7587, 1.0463, -1.7718)
H (2.9035, 2.3035, -1.3740)
H (1.2864, 2.3167, -0.7895)
C (-2.0865, -1.8541, 0.0557)
C (-2.4263, -0.5737, 0.7658)
H (-2.5678, -1.7771, -0.8765)
H (-1.0094, -1.9808, -0.1659)
H (-2.3622, -2.8547, 0.4123)
H (-1.6392, 0.2716, 0.7101)
H (-2.4402, -0.6264, 1.8290)
H (-3.4200, -0.2509, 0.5328)

Structure (SMILES) = CC.CC
Strongest force on any atom = 3.77 eV/Å
Highest occupied orbital energy = -11.427 eV



Entry from OMol25: the ion C3H8N3O with charge +1 (the ωB97M-V functional and the def2-TZVPD basis).

CARTESIAN COORDINATES (ANGSTROEM)
C (-0.1176, 1.3001, 0.3648)
N (-0.1159, -0.2285, 0.2631)
C (-1.1008, -0.8151, -0.3893)
N (-2.1295, -0.1517, -0.7413)
C (1.1164, -0.8569, 0.5759)
N (2.2087, -0.4613, -0.0033)
O (2.4230, 0.4539, -0.7977)
H (0.7516, 1.5657, 1.1331)
H (0.1278, 1.6893, -0.5687)
H (-1.0924, 1.8091, 0.7285)
H (-1.1449, -1.9246, -0.3407)
H (-2.9658, -0.4810, -1.0416)
H (-2.1461, 0.8806, -0.6478)
H (1.1549, -1.7968, 1.2579)
H (3.0304, -0.9830, 0.2071)

Total charge = +1
Structure (SMILES) = CN(C=[NH2+])/C=[NH+]\[O-]
Strongest force on any atom = 4.00 eV/Å
Highest occupied orbital energy (spin up / spin down) = -13.377 / -13.378 eV



Entry from OMol25: an isolated molecule of C16H22N2O3S (the ωB97M-V functional and the def2-TZVPD basis).

CARTESIAN COORDINATES (ANGSTROEM)
C (-6.5460, -2.1870, -0.9446)
C (-6.1573, -1.3940, 0.2945)
O (-4.7499, -1.1664, 0.3548)
C (-4.2893, -0.1372, -0.3902)
O (-4.9950, 0.6159, -1.0196)
N (-2.9357, -0.0582, -0.3686)
C (-2.2820, 1.0823, -0.9706)
C (-1.7104, 1.9840, 0.1330)
N (-0.8273, 1.2094, 0.9742)
C (0.5212, 1.2884, 1.0591)
O (1.1495, 0.5427, 1.7883)
C (1.2099, 2.3797, 0.2499)
C (2.6938, 2.0801, 0.0797)
S (2.9545, 0.8856, -1.2920)
C (4.0336, -0.3354, -0.5805)
C (3.7993, -0.8756, 0.6752)
C (4.6639, -1.8359, 1.1700)
C (5.7398, -2.2715, 0.4144)
C (5.9527, -1.7450, -0.8490)
C (5.1037, -0.7748, -1.3485)
C (-1.5096, 0.0927, 1.6005)
C (-2.0839, -0.8241, 0.5139)
H (-7.6115, -2.3969, -0.9230)
H (-6.3179, -1.6095, -1.8369)
H (-5.9978, -3.1255, -0.9794)
H (-6.6744, -0.4290, 0.3015)
H (-6.3888, -1.9478, 1.2069)
H (-3.0197, 1.6196, -1.5679)
H (-1.4713, 0.7263, -1.6153)
H (-1.2018, 2.8426, -0.2979)
H (-2.5374, 2.3504, 0.7531)
H (1.0869, 3.3249, 0.7869)
H (0.7607, 2.4765, -0.7382)
H (3.2392, 2.9837, -0.1926)
H (3.1138, 1.6512, 0.9864)
H (2.9482, -0.5602, 1.2597)
H (4.4858, -2.2525, 2.1505)
H (6.4083, -3.0234, 0.8071)
H (6.7865, -2.0845, -1.4458)
H (5.2614, -0.3528, -2.3296)
H (-0.7862, -0.4441, 2.2152)
H (-2.3180, 0.4740, 2.2330)
H (-2.6583, -1.6342, 0.9583)
H (-1.2609, -1.2427, -0.0763)

Structure (SMILES) = CCOC(=O)N1CCN(C(=O)CCSc2ccccc2)CC1
Strongest force on any atom = 0.55 eV/Å
Highest occupied orbital energy = -8.176 eV



Repeat the second record exactly.
Entry from OMol25: a cluster of 2 separate species, C4H12 in total (the ωB97M-V functional and the def2-TZVPD basis).

CARTESIAN COORDINATES (ANGSTROEM)
C (2.4570, 0.7638, 0.1840)
C (2.0592, 1.6382, -1.0056)
H (1.8554, 1.2558, 0.9822)
H (2.0745, -0.2759, 0.0432)
H (3.5403, 0.7272, 0.4696)
H (1.7587, 1.0463, -1.7718)
H (2.9035, 2.3035, -1.3740)
H (1.2864, 2.3167, -0.7895)
C (-2.0865, -1.8541, 0.0557)
C (-2.4263, -0.5737, 0.7658)
H (-2.5678, -1.7771, -0.8765)
H (-1.0094, -1.9808, -0.1659)
H (-2.3622, -2.8547, 0.4123)
H (-1.6392, 0.2716, 0.7101)
H (-2.4402, -0.6264, 1.8290)
H (-3.4200, -0.2509, 0.5328)

Structure (SMILES) = CC.CC
Strongest force on any atom = 3.77 eV/Å
Highest occupied orbital energy = -11.427 eV